# 1
The following is a quantum chemistry calculation of 4 unconnected molecules or ions with the total composition C14H31N2O6P, from the Open Molecules 2025 dataset.

**Gap between HOMO and LUMO**: 0.362 Ha
**Energy above the lowest of the compared OMol25 structures with the same formula, charge and spin**: 2.9672 eV
**SMILES string**: NCOC(=O)N[PH2]=O.C1CCOC1.C1CCOC1.C1CCOC1

CARTESIAN COORDINATES (ANGSTROEM)
N 0.8839 -0.5821 -0.1285
C -0.3639 -0.5420 -0.9036
O -0.8736 0.7807 -0.9567
C -1.9049 0.9851 -0.0936
O -1.6997 1.5334 0.9095
N -3.1906 0.5472 -0.5260
P -3.6890 -0.9293 0.1793
O -3.6167 -2.0066 -0.8206
H 0.6349 -0.1950 0.7838
H 1.0915 -1.5575 0.0857
H -1.0854 -1.2324 -0.4300
H -0.1772 -0.9577 -1.8982
H -3.8963 1.2856 -0.4530
H -2.8630 -1.2120 1.2974
H -5.0271 -0.8688 0.6277
C 4.5872 2.7106 -1.1004
C 5.6252 1.6022 -1.0124
C 5.1883 0.8721 0.2455
O 3.7717 1.0165 0.3439
C 3.3351 2.0047 -0.5990
H 4.4698 3.1239 -2.1016
H 4.8544 3.5265 -0.4234
H 5.5375 0.9414 -1.8787
H 6.6529 1.9615 -0.9619
H 5.6367 1.3205 1.1398
H 5.4425 -0.1900 0.2236
H 2.8170 1.4883 -1.4128
H 2.6320 2.6846 -0.1171
C -7.8463 2.2737 -2.2753
C -8.1677 2.3967 -0.7930
C -6.8728 1.9270 -0.1526
O -5.8143 2.2809 -1.0554
C -6.3821 2.6770 -2.3130
H -8.4728 2.8947 -2.9138
H -7.9572 1.2344 -2.5945
H -8.3532 3.4431 -0.5386
H -9.0317 1.8123 -0.4799
H -6.8636 0.8382 -0.0289
H -6.6915 2.3886 0.8191
H -6.2713 3.7619 -2.4065
H -5.8340 2.2008 -3.1261
C 5.4779 -4.1442 1.7138
C 5.1796 -3.2776 2.9289
C 3.8090 -2.7193 2.5825
O 3.1510 -3.7096 1.7826
C 4.1020 -4.7017 1.3828
H 6.2178 -4.9222 1.8991
H 5.8370 -3.5202 0.8912
H 5.1155 -3.9019 3.8240
H 5.9218 -2.5006 3.1090
H 3.8908 -1.8033 1.9874
H 3.2067 -2.5057 3.4668
H 3.8976 -5.6160 1.9506
H 3.9786 -4.9182 0.3208

***

# 2
The following is a quantum chemistry calculation of a gas-phase ion, CClFO3P (charge -1), from the Open Molecules 2025 dataset.

**Net charge**: -1
**Gap between HOMO and LUMO**: 0.224 Ha
**Energy above the lowest of the compared OMol25 structures with the same formula, charge and spin**: 4.0588 eV

CARTESIAN COORDINATES (ANGSTROEM)
C -0.7635 0.7937 0.1122
O 0.1938 -0.8590 -1.6005
O -0.4961 -1.6447 0.7085
O 1.5725 -0.1003 0.4336
F -0.0611 1.7464 -0.4326
P 0.2810 -0.7337 -0.1682
Cl -0.8604 1.0292 1.7445

***

# 3
The following is a quantum chemistry calculation of 2 unconnected molecules or ions with the total composition C4H7O2P, from the Open Molecules 2025 dataset.

**Gap between HOMO and LUMO (alpha / beta)**: 0.231 / 0.326 Ha
**Energy above the lowest of the compared OMol25 structures with the same formula, charge and spin**: 6.7264 eV

CARTESIAN COORDINATES (ANGSTROEM)
C 0.4127 3.0829 1.3103
C 0.2809 1.9051 1.4812
C 0.9177 -0.9246 -1.9621
C 0.1586 0.4737 1.6154
O -2.3863 -0.6984 0.6939
O 0.9496 -0.1817 0.5958
P 0.3828 -1.2733 -0.4047
H 0.4935 4.1219 1.1964
H 0.9141 0.1060 -2.2778
H 0.8134 -1.6699 -2.7307
H -0.8973 0.1703 1.4933
H 0.5379 0.1493 2.5893
H -2.8594 -0.8701 -0.1182
H 0.8279 -2.5051 0.0843

***

# 4
The following is a quantum chemistry calculation of 13 unconnected molecules or ions with the total composition C28H89N7O13, from the Open Molecules 2025 dataset.

**Gap between HOMO and LUMO**: 0.337 Ha
**Energy above the lowest of the compared OMol25 structures with the same formula, charge and spin**: 5.5552 eV

CARTESIAN COORDINATES (ANGSTROEM)
C -6.4215 -4.2449 3.1354
C -7.6849 -3.7743 3.9615
C -7.7166 -2.2251 4.1636
O -6.5703 -1.6975 4.7869
C -6.5687 -2.0129 6.1069
N -8.7384 -4.2210 3.0282
H -5.5257 -3.7666 3.5314
H -6.3158 -3.9209 2.1000
H -6.2779 -5.3250 3.1659
H -7.7920 -4.2972 4.9119
H -8.6393 -1.8413 4.5986
H -7.7641 -1.7932 3.1639
H -5.5740 -1.7598 6.4738
H -6.9051 -2.9946 6.4402
H -7.3524 -1.3763 6.5175
H -8.3975 -5.1071 2.6834
H -8.6102 -3.6358 2.2151
C 1.7546 -10.5693 -7.2261
C 1.9270 -9.9089 -5.8536
C 0.6955 -9.8718 -5.0197
O 0.6471 -8.8093 -4.0870
C -0.5038 -8.8911 -3.1772
N 3.0607 -10.5781 -5.2546
H 0.7088 -10.4341 -7.5021
H 1.9805 -11.6259 -7.3704
H 2.3169 -10.0940 -8.0297
H 2.2345 -8.8842 -6.0623
H 0.5184 -10.8680 -4.6145
H -0.1504 -9.7058 -5.6867
H -0.4923 -7.9854 -2.5708
H -0.5782 -9.7215 -2.4750
H -1.4074 -8.9704 -3.7816
H 3.0256 -11.5614 -5.4830
H 3.0693 -10.5313 -4.2457
C 0.3122 0.1737 0.0312
C -0.7965 1.0091 0.5130
C -0.9229 1.2750 2.0875
O 0.1503 2.1308 2.5983
C 0.1213 2.2530 3.9981
N -0.7543 2.2450 -0.2743
H 0.4612 -0.7101 0.6515
H 1.2792 0.6762 0.0493
H 0.0594 -0.0997 -0.9933
H -1.7728 0.5451 0.3726
H -0.8383 0.2858 2.5374
H -1.8611 1.7386 2.3925
H 1.0648 2.7664 4.1833
H 0.0382 1.2656 4.4522
H -0.6457 2.9810 4.2623
H -0.6101 2.9802 0.4031
H 0.1645 2.1299 -0.6776
C -1.8864 11.5214 12.7704
C -0.9291 10.3667 12.7836
C -1.4214 9.1476 11.9852
O -2.7221 8.7029 12.4974
C -3.1130 7.4269 12.1055
N 0.3289 10.8096 12.2470
H -1.4644 12.3866 13.2817
H -2.7385 11.2112 13.3751
H -2.2832 11.8301 11.8032
H -0.5535 10.0665 13.7617
H -0.6571 8.3792 12.1015
H -1.5636 9.3423 10.9222
H -4.1895 7.2602 12.1434
H -2.6459 6.6157 12.6641
H -2.7905 7.3448 11.0675
H 0.2729 10.9857 11.2540
H 0.6665 11.6928 12.6020
C 6.5504 -3.9935 4.5040
C 7.2098 -2.7204 5.0824
C 8.6642 -3.0019 5.3656
O 8.6828 -4.2599 6.1406
C 9.4055 -5.3994 5.6930
N 6.9154 -1.6719 4.2615
H 5.4721 -3.8632 4.4117
H 6.6050 -4.6881 5.3421
H 7.0949 -4.5121 3.7150
H 6.8584 -2.4575 6.0802
H 9.1327 -2.2429 5.9921
H 9.2153 -3.1831 4.4427
H 9.4670 -6.1100 6.5172
H 10.4373 -5.1695 5.4276
H 8.9872 -5.8284 4.7824
H 5.9139 -1.7452 4.1528
H 7.0891 -0.8481 4.8194
C -4.0704 -0.2875 -8.8789
C -4.8661 -1.1535 -7.9429
C -4.3602 -2.6314 -8.0541
O -4.5599 -3.0820 -9.3938
C -4.2404 -4.4342 -9.6834
N -4.7931 -0.7295 -6.5426
H -3.1058 -0.7572 -9.0713
H -3.9544 0.7523 -8.5733
H -4.5213 -0.2465 -9.8704
H -5.9334 -1.1513 -8.1642
H -4.9919 -3.1763 -7.3527
H -3.3622 -2.8925 -7.7022
H -4.5931 -4.9909 -8.8152
H -3.1706 -4.6110 -9.7953
H -4.7209 -4.7745 -10.6007
H -4.9653 0.2651 -6.5067
H -3.7895 -0.7514 -6.4316
C 3.1075 1.8123 -13.9561
C 2.9453 1.6766 -12.5131
C 2.3295 3.0120 -11.9474
O 2.0227 2.8996 -10.5516
C 3.2474 2.8478 -9.7715
N 2.1126 0.5242 -12.3262
H 3.3496 0.8378 -14.3801
H 3.9310 2.4644 -14.2470
H 2.1559 2.1091 -14.3971
H 3.9175 1.6398 -12.0217
H 1.3897 3.3086 -12.4132
H 3.1370 3.7197 -12.1347
H 3.9502 3.6800 -9.8119
H 3.8394 1.9384 -9.8749
H 3.0572 2.8648 -8.6984
H 1.9225 0.2457 -11.3741
H 1.1608 0.6463 -12.6415
O 4.0439 7.6872 8.6276
H 3.8900 8.0204 9.5116
H 3.5511 8.2788 8.0590
O -5.2457 5.4375 -1.8067
H -5.2662 5.8259 -0.9321
H -4.3865 5.0193 -1.8635
O -0.9171 9.7227 4.4278
H -0.9192 8.8855 3.9637
H -1.2836 10.3458 3.8004
O 6.4923 3.8056 7.6985
H 7.2291 4.4138 7.7575
H 5.7195 4.3492 7.8522
O 3.9048 -2.7004 -6.2835
H 4.1880 -3.2165 -5.5287
H 4.0544 -3.2733 -7.0357
O 0.9623 7.2069 0.8370
H 1.3187 6.8413 1.6466
H 1.6736 7.7391 0.4805

***

# 5
The following is a quantum chemistry calculation of 2 unconnected molecules or ions with the total composition C4H7NO, from the Open Molecules 2025 dataset.

**Gap between HOMO and LUMO**: 0.336 Ha
**Energy above the lowest of the compared OMol25 structures with the same formula, charge and spin**: 5.4154 eV

CARTESIAN COORDINATES (ANGSTROEM)
O -1.6002 2.2025 -0.6036
C 0.0165 -0.3161 -1.0273
C 1.0757 0.5267 -0.3212
C 1.0191 -0.7744 0.3595
N -0.0571 -0.7539 1.3430
C -0.5690 -1.0464 0.0203
H -1.7175 1.5988 0.1403
H -1.3205 1.6176 -1.3212
H 0.7470 1.3418 0.3255
H 1.9217 0.7765 -0.9566
H 1.7026 -1.6124 0.2788
H -0.0643 -1.6083 1.8998
H -1.1540 -1.9525 -0.1374

***

# 6
The following is a quantum chemistry calculation of a single C5H6N2S molecule, from the Open Molecules 2025 dataset.

**Gap between HOMO and LUMO**: 0.312 Ha
**Energy above the lowest of the compared OMol25 structures with the same formula, charge and spin**: 2.0328 eV
**SMILES string**: CC(=S)n1cccn1

CARTESIAN COORDINATES (ANGSTROEM)
C 1.8901 1.4739 0.4613
C 1.5064 1.0011 -0.8156
C 1.0113 0.8479 1.2897
C -1.0065 -0.7091 0.8659
C -1.9055 -0.8675 -0.2644
N 0.5025 0.2224 -0.7727
N 0.1382 0.0928 0.5682
S -1.1434 -1.3688 2.3995
H 2.5255 2.2510 0.6749
H 2.0507 1.2994 -1.7606
H 0.9836 0.8880 2.2867
H -2.4460 0.1392 -0.6272
H -2.6545 -1.6937 0.0010
H -1.1770 -1.0525 -1.0736

***

Number 3 is which compound? C4H7O2P

***

Which of these has the lowest energy above the lowest of the compared OMol25 structures with the same formula, charge and spin? C5H6N2S

***

What is the energy above the lowest of the compared OMol25 structures with the same formula, charge and spin in the fourth record? 5.5552 eV